This record from the Open Molecules 2025 dataset describes a molecular structure, C18H35BaF5NO8Te. The level of theory is the ωB97M-V functional and the def2-TZVPD basis.

The value obtained for the lowest unoccupied orbital energy is -0.083 hartree. Its energy relative to the best compared isomer or geometry (same formula, charge and spin) is 9.2 kcal/mol. As for the molar mass: 753.4 g/mol. The gap between HOMO and LUMO is 10.0 eV. Its charge is +1. The maximum force comes out at 0.66 eV/Å.

XYZ file:
```
69
C18H35BaF5NO8Te the ωB97M-V functional and the def2-TZVPD basis
Ba -0.622 0.340 0.367
C 0.341 -0.429 -3.095
C -1.077 -0.003 -3.404
O -1.816 -0.040 -2.191
C -3.144 0.476 -2.291
C -3.196 1.904 -1.806
O -2.839 1.906 -0.429
C -3.006 3.181 0.182
C -2.815 3.002 1.668
O -1.506 2.482 1.909
C -0.657 3.332 2.666
C 0.688 2.643 2.760
O 1.180 2.230 1.482
C 1.827 3.232 0.707
C 0.888 3.894 -0.288
O 0.239 2.936 -1.117
C 0.738 2.797 -2.442
C 1.617 1.568 -2.579
O 0.969 0.393 -2.120
H 0.931 -0.455 -4.015
H 0.323 -1.430 -2.662
H -1.511 -0.702 -4.128
H -1.112 0.999 -3.843
H -3.774 -0.147 -1.656
H -3.506 0.410 -3.320
H -4.210 2.299 -1.931
H -2.505 2.546 -2.367
H -4.010 3.567 -0.020
H -2.271 3.880 -0.236
H -3.537 2.282 2.057
H -2.959 3.958 2.175
H -1.056 3.479 3.674
H -0.577 4.315 2.189
H 0.585 1.728 3.344
H 1.410 3.301 3.251
H 2.638 2.732 0.174
H 2.272 3.990 1.358
H 1.454 4.610 -0.891
H 0.104 4.446 0.228
H 1.310 3.682 -2.738
H -0.128 2.730 -3.101
H 2.511 1.684 -1.964
H 1.938 1.456 -3.620
F -3.231 -0.266 3.478
Te -2.168 -1.694 2.916
F -1.442 -3.311 2.279
F -2.670 -1.273 1.095
F -3.746 -2.657 2.920
F -1.910 -2.257 4.657
O -0.667 -0.737 2.715
O 0.692 -1.887 -0.026
C 1.206 -3.011 -0.160
C 2.511 -3.184 -0.903
C 3.679 -3.703 -0.018
C 3.290 -4.068 1.417
C 2.446 -5.341 1.513
C 1.338 -5.376 0.460
N 0.643 -4.100 0.360
H 2.747 -2.209 -1.326
H 2.336 -3.865 -1.739
H 4.451 -2.934 0.014
H 4.135 -4.572 -0.496
H 2.751 -3.232 1.872
H 4.195 -4.196 2.012
H 2.011 -5.416 2.511
H 3.077 -6.222 1.374
H 0.600 -6.142 0.690
H 1.750 -5.624 -0.519
H -0.152 -3.926 0.963
```